Record 1
{"formula": "C2H5O2S2", "method": "the ωB97M-V functional and the def2-TZVPD basis", "homo_lumo_gap_ev": 7.0387, "largest_force_ev_per_a": 5.0, "charge": -1, "relative_energy_kj_mol": 191.40, "e_homo_ev": -3.5, "elements": ["C", "S", "S", "H", "H", "H", "H", "O", "C", "O", "H"], "positions_angstrom": [[0.13590, -1.50198, 0.06165], [1.62672, -0.83327, -0.56051], [1.32040, 0.43302, -2.16014], [-0.01016, -1.27747, 1.15411], [-0.49478, -0.79944, -0.46928], [-0.05426, -2.53502, -0.30581], [-0.10959, 0.72806, -1.27498], [-0.89521, 1.34765, -0.44868], [-0.66245, 1.47609, 0.86454], [-1.44518, 1.67494, 1.86934], [0.58861, 1.28741, 1.26977]], "forces_ev_per_angstrom": [[-1.3, 0.2, -0.3], [3.3, -0.3, 0.6], [-1.6, -0.3, 0.3], [0.3, -0.6, -1.0], [-1.2, -0.6, 0.3], [0.0, 0.6, 0.7], [0.6, 1.8, 0.4], [-0.1, 0.0, 2.6], [1.1, -0.7, 2.4], [2.2, -0.5, -4.5], [-3.2, 0.5, -1.7]]}

---

Record 2
{"formula": "C16H17N", "method": "the ωB97M-V functional and the def2-TZVPD basis", "homo_lumo_gap_ev": 8.8081, "largest_force_ev_per_a": 2.7, "smiles": "Cc1c[nH]c2ccccc12.Cc1ccccc1", "charge": 0, "relative_energy_kj_mol": 171.43, "e_homo_ev": -7.9, "elements": ["C", "C", "C", "N", "C", "C", "C", "C", "C", "C", "H", "H", "H", "H", "H", "H", "H", "H", "H", "C", "C", "C", "C", "C", "C", "C", "H", "H", "H", "H", "H", "H", "H", "H"], "positions_angstrom": [[2.35102, 1.06129, -0.70472], [1.96842, 1.77991, 0.54615], [2.83610, 2.31497, 1.41784], [2.21358, 2.86497, 2.51914], [0.87560, 2.75578, 2.27769], [-0.20031, 3.21547, 3.09494], [-1.42434, 2.69331, 2.80882], [-1.75930, 1.97029, 1.64039], [-0.69423, 1.70951, 0.78662], [0.61589, 2.08055, 1.05492], [3.29963, 0.54898, -0.51173], [2.20646, 1.59383, -1.63638], [1.58497, 0.25691, -0.80400], [3.91422, 2.25259, 1.18166], [2.72570, 3.00474, 3.36980], [-0.01910, 4.02360, 3.79632], [-2.24049, 3.15890, 3.37627], [-2.71159, 1.45797, 1.60020], [-1.05927, 1.21708, -0.12983], [-2.95898, -3.19521, -0.84755], [-1.58357, -2.73803, -1.30895], [-0.39457, -3.06156, -0.68972], [0.82813, -2.76089, -1.27657], [0.92269, -2.16143, -2.52065], [-0.29676, -2.06592, -3.23964], [-1.49844, -2.24492, -2.59846], [-3.29469, -3.78236, -1.71774], [-3.60401, -2.37070, -0.53031], [-3.00361, -3.95106, -0.07517], [-0.49691, -3.40883, 0.34623], [1.71032, -2.67616, -0.63190], [1.78988, -1.87450, -3.10566], [-0.29047, -1.79170, -4.28012], [-2.31197, -1.87735, -3.20788]], "forces_ev_per_angstrom": [[-1.6, -1.5, 0.8], [-1.5, 0.7, -0.8], [1.6, -0.8, -0.7], [0.8, 0.2, -1.3], [-1.8, 0.3, 1.1], [1.7, -0.5, -1.0], [-2.0, 1.7, 0.2], [2.1, -0.3, 1.4], [-2.2, -0.8, -1.3], [1.8, 0.0, 1.2], [0.0, 0.4, -0.7], [0.7, 0.4, -0.1], [0.6, 0.1, 0.0], [-0.6, 0.3, 1.0], [-0.5, 0.3, 0.2], [-0.2, -0.4, 0.4], [0.1, -0.7, 0.0], [-0.1, 0.4, -0.6], [1.0, 0.0, 0.2], [0.3, -0.3, -0.5], [-0.5, -1.0, -0.2], [-0.5, 0.3, 0.9], [1.4, 1.6, 0.9], [-1.9, -1.0, -1.5], [1.3, 0.4, 0.9], [0.2, 0.8, -1.2], [-0.7, 0.7, 0.2], [-0.1, -0.2, -0.5], [0.6, 0.1, 0.6], [0.5, -0.1, -0.5], [-0.2, -0.8, -0.2], [0.4, -0.2, 0.8], [0.0, 0.3, -0.2], [-0.8, -0.6, 0.4]]}

---

Record 3
{"formula": "C17H31F5IN3O5PSSi", "method": "the ωB97M-V functional and the def2-TZVPD basis", "homo_lumo_gap_ev": 8.0139, "largest_force_ev_per_a": 2.2, "charge": 1, "e_homo_ev": -12.1, "elements": ["C", "C", "N", "C", "N", "C", "P", "C", "C", "C", "N", "C", "O", "O", "C", "C", "C", "O", "Si", "C", "C", "C", "C", "I", "S", "O", "O", "C", "F", "F", "C", "F", "F", "F", "H", "H", "H", "H", "H", "H", "H", "H", "H", "H", "H", "H", "H", "H", "H", "H", "H", "H", "H", "H", "H", "H", "H", "H", "H", "H", "H", "H", "H", "H", "H"], "positions_angstrom": [[1.61330, -4.34122, 0.51713], [1.25895, -3.20870, -0.13627], [0.56120, -2.12811, 0.51362], [-0.39734, -1.39677, -0.15932], [-1.51113, -1.86776, -0.63989], [-2.44576, -0.95131, -1.30905], [-1.85919, -3.63160, -0.39683], [-2.45962, -3.64279, 1.33810], [-3.35400, -3.99655, -1.38419], [-3.12351, -3.89022, -2.90706], [-0.04820, -0.02371, -0.21584], [0.93626, 0.12403, -1.29196], [1.45378, 1.42636, -1.25952], [1.73073, 1.84495, -2.58898], [0.44683, 0.11336, 1.17393], [0.90913, 1.47191, 1.65567], [-0.34484, 2.32518, 1.97562], [-0.07813, 3.69989, 1.83641], [-0.78423, 4.57386, 0.59566], [-2.62482, 4.27015, 0.41048], [-0.54756, 6.37408, 1.00522], [0.03286, 4.26866, -1.06287], [1.24918, -1.22289, 1.43036], [0.55826, -1.83677, 3.45590], [3.06166, -1.32210, 1.73528], [3.37804, -0.29482, 2.68090], [3.35712, -2.65345, 2.17955], [4.16841, -1.11175, 0.23926], [3.73693, -1.83166, -0.80935], [5.30973, -1.65923, 0.64677], [4.47877, 0.36950, -0.23156], [5.77057, 0.60051, -0.10430], [3.81673, 1.27098, 0.46305], [4.18508, 0.47291, -1.53132], [0.92087, -4.99093, 1.04350], [2.66292, -4.62750, 0.51810], [1.43804, -3.09874, -1.20346], [-3.28685, -0.73459, -0.65048], [-1.96561, -0.02913, -1.61505], [-2.84317, -1.43556, -2.19596], [-3.41043, -4.17645, 1.35256], [-1.73167, -4.10894, 1.99476], [-2.66315, -2.62720, 1.68368], [-3.56276, -5.04020, -1.14164], [-4.18818, -3.37128, -1.06043], [-2.07543, -4.02370, -3.17620], [-3.50409, -2.94449, -3.28316], [-3.67579, -4.69223, -3.39308], [1.75180, -0.61408, -1.23540], [0.43614, -0.02799, -2.25384], [2.44447, 1.26424, -2.89995], [-0.45895, -0.07467, 1.75705], [1.47779, 1.39231, 2.57981], [1.48786, 2.04161, 0.93585], [-1.18921, 1.98544, 1.36380], [-0.60653, 2.14936, 3.02324], [-2.91134, 4.67372, -0.56355], [-2.90804, 3.21444, 0.41616], [-3.20518, 4.77188, 1.18475], [-1.19813, 6.70183, 1.81585], [0.49269, 6.61081, 1.23010], [-0.81917, 6.96106, 0.12339], [1.10127, 4.10132, -0.90998], [-0.05604, 5.15316, -1.69393], [-0.38927, 3.40155, -1.57111]], "forces_ev_per_angstrom": [[0.0, 0.4, -0.2], [0.0, -1.0, 0.4], [-1.0, -0.2, -1.1], [0.3, 0.3, -0.2], [0.3, 0.2, 0.0], [-0.4, -0.1, -0.4], [0.7, -1.1, 0.0], [-0.4, 0.6, -0.3], [0.2, 0.9, -0.3], [-0.3, -0.3, 0.3], [-0.2, -0.1, 0.4], [0.0, 0.2, -0.6], [0.2, 0.0, 0.1], [-0.4, -0.1, -0.2], [0.2, -0.1, 0.1], [-0.3, 0.7, 0.0], [0.3, -0.1, 0.3], [-0.4, -0.3, -0.3], [-0.1, 0.9, -0.2], [0.1, -0.3, 0.1], [0.0, -0.1, -0.1], [0.2, -0.2, 0.5], [-1.1, -0.2, 0.8], [0.3, 0.0, 0.0], [0.6, -0.8, 2.0], [-0.3, 0.5, -0.9], [-0.2, 0.0, -1.0], [0.5, 0.2, -0.5], [-0.4, 0.0, 0.2], [-0.1, 0.0, 0.2], [0.5, -0.3, 0.0], [0.2, 0.1, 0.1], [-0.4, 0.1, -0.1], [-0.3, 0.1, -0.1], [0.2, 1.0, 1.4], [-0.3, -1.0, -1.3], [1.1, 0.8, 0.3], [0.1, 0.0, 0.1], [0.1, 0.0, 0.2], [0.1, 0.0, 0.0], [0.1, -0.2, 0.1], [0.0, 0.0, 0.0], [0.0, 0.0, 0.1], [0.0, 0.1, 0.3], [-0.2, -0.2, 0.0], [0.0, 0.1, 0.0], [0.1, 0.0, -0.2], [0.0, 0.1, -0.1], [0.0, 0.0, 0.2], [-0.1, 0.0, 0.1], [0.2, 0.1, 0.3], [0.0, 0.0, 0.0], [0.2, -0.3, -0.1], [0.2, -0.3, -0.1], [0.0, 0.1, -0.1], [-0.2, -0.1, 0.0], [-0.1, 0.0, 0.0], [0.0, 0.0, 0.0], [0.0, 0.0, 0.0], [0.1, 0.0, 0.1], [0.0, 0.0, 0.1], [0.0, 0.0, 0.0], [0.0, -0.1, -0.1], [-0.2, 0.0, 0.0], [0.1, 0.0, -0.1]]}

---

Record 4
{"formula": "C3H10O", "method": "the ωB97M-V functional and the def2-TZVPD basis", "homo_lumo_gap_ev": 11.4021, "largest_force_ev_per_a": 2.1, "smiles": "CC.CO", "charge": 0, "relative_energy_kj_mol": 78.89, "e_homo_ev": -10.5, "elements": ["C", "C", "H", "H", "H", "H", "H", "H", "C", "O", "H", "H", "H", "H"], "positions_angstrom": [[-0.23671, 1.14023, 1.41877], [0.39895, 1.98372, 0.33733], [-1.16822, 0.70768, 1.06946], [0.37414, 0.31432, 1.79242], [-0.38919, 1.67694, 2.35908], [0.94122, 2.86130, 0.67660], [-0.34556, 2.29261, -0.40258], [1.05373, 1.38108, -0.29918], [-0.69519, -1.74964, -0.78786], [0.60035, -1.29797, -1.05361], [-1.25196, -1.49951, 0.11711], [-1.29107, -1.34918, -1.61627], [-0.80778, -2.84195, -0.88316], [1.20139, -1.40090, -0.31000]], "forces_ev_per_angstrom": [[0.2, -0.2, 1.0], [0.1, -0.3, -1.1], [-0.2, 0.0, 0.2], [0.3, -0.1, -0.5], [-0.5, 0.3, -0.3], [0.0, 0.0, 0.2], [-0.1, 0.4, 0.4], [0.2, 0.0, 0.3], [-1.4, -0.9, -1.2], [0.5, 0.4, 0.5], [0.8, 0.6, 0.4], [0.0, 0.0, 0.2], [0.4, 0.1, 0.1], [-0.2, -0.2, 0.1]]}

---

Record 5
{"formula": "C2H2IN", "method": "the ωB97M-V functional and the def2-TZVPD basis", "homo_lumo_gap_ev": 8.6965, "largest_force_ev_per_a": 4.2, "charge": 0, "relative_energy_kj_mol": 269.04, "e_homo_ev": -10.0, "elements": ["C", "C", "N", "I", "H", "H"], "positions_angstrom": [[-0.30061, 1.08605, -0.00227], [-0.01819, -0.29908, -0.09786], [-0.69829, 2.15445, 0.09386], [2.13717, -0.60345, 0.02711], [-0.87679, -1.50261, 0.94227], [-0.24329, -0.83535, -0.96311]], "forces_ev_per_angstrom": [[-1.1, -1.0, 0.2], [0.5, -3.0, 2.9], [0.1, 0.9, 0.0], [-0.7, 0.0, 0.2], [1.9, 3.2, -2.0], [-0.7, -0.1, -1.4]]}

---

Record 6
{"formula": "C2H5NO2", "method": "the ωB97M-V functional and the def2-TZVPD basis", "homo_lumo_gap_ev": 10.4416, "largest_force_ev_per_a": 4.0, "smiles": "[H]/N=C(/O)CO", "charge": 0, "relative_energy_kj_mol": 199.00, "e_homo_ev": -9.7, "elements": ["H", "N", "C", "O", "C", "O", "H", "H", "H", "H"], "positions_angstrom": [[-0.62393, -1.29294, 1.08373], [-0.42137, -0.33805, 1.40008], [-0.37615, 0.44684, 0.36882], [-0.31626, 1.76625, 0.59164], [-0.03408, -0.01569, -0.97793], [0.74796, -1.41012, -0.58935], [-0.36662, 1.89188, 1.55350], [-0.89560, -0.40160, -1.51787], [0.59499, 0.66740, -1.54660], [1.69107, -1.31399, -0.36601]], "forces_ev_per_angstrom": [[0.8, 0.3, 0.2], [-1.6, 1.2, -1.5], [0.8, -1.0, 3.7], [0.1, 0.6, -0.5], [1.8, -3.5, 0.6], [-1.3, 1.9, -2.0], [-0.1, -0.1, -0.1], [0.3, 0.1, -0.2], [-0.1, -0.2, 0.1], [-0.6, 0.8, -0.2]]}